[1]
ORCA calculation (wB97M-V/def2-TZVPD) on 2 unconnected molecules or ions with the total composition C2H7N2O.

Output
Charge ... -1
Lowest unoccupied orbital energy ... 4.185 eV
Highest occupied orbital energy ... -1.453 eV
Relative energy (zero: lowest compared OMol25 entry of this formula, charge and spin) ... 44.2 kcal/mol

Geometry (Å):
C 1.4007 0.0848 1.9593
O 0.0373 0.3382 1.7289
H 1.5798 -0.8756 2.4645
H 1.8449 0.8362 2.6132
H 2.0113 0.0323 1.0535
N -1.9759 -0.3451 -2.1044
C -1.1261 0.0908 -1.1178
N 0.1548 0.1437 -1.4390
H -2.8115 -0.8553 -1.8649
H -1.5482 -0.7244 -2.9713
H -0.0698 0.2454 0.7595
H 0.5027 1.0291 -1.0814

---

[2]
ORCA calculation (wB97M-V/def2-TZVPD) on 2 unconnected molecules or ions with the total composition C2H7N2O.

Output
⟨S²⟩ ... 0.75
2S+1 ... 2
Lowest unoccupied orbital energy (alpha / beta) ... 0.704 / 0.699 eV
Highest occupied orbital energy (alpha / beta) ... -5.319 / -10.069 eV
Relative energy (zero: lowest compared OMol25 entry of this formula, charge and spin) ... 12.3 kcal/mol

Geometry (Å):
C 1.9164 -0.7173 1.6623
N 1.6343 0.5135 1.1711
H 2.3890 -1.0084 2.5914
H 1.6163 -1.5892 1.0948
H 0.7281 0.5053 0.6561
H 1.6983 1.2232 1.8973
C -1.4743 0.6027 -1.0663
N -1.9121 -0.2617 -1.9853
O -0.5755 0.3210 -0.2929
H -1.8887 1.6340 -1.1057
H -2.7859 -0.1465 -2.4664
H -1.3458 -1.0766 -2.1565

---

[3]
ORCA calculation (wB97M-V/def2-TZVPD) on a gas-phase ion, C2H7N2O (charge +1).

Output
Charge ... +1
Lowest unoccupied orbital energy ... -3.613 eV
Highest occupied orbital energy ... -13.519 eV
Relative energy (zero: lowest compared OMol25 entry of this formula, charge and spin) ... 54.5 kcal/mol

Geometry (Å):
C -0.8669 -0.5301 -0.0150
C 1.3268 0.4319 0.0368
N 0.5652 -0.6678 0.0051
N -1.1922 0.9244 -0.0211
O 2.5986 0.2746 0.0672
H -1.2932 -0.9904 -0.9179
H -1.3216 -0.9977 0.8679
H -0.7580 1.3843 0.8003
H 0.9219 -1.6270 -0.0144
H -0.7291 1.3518 -0.8407
H -2.2084 1.0842 -0.0381
H 2.9570 -0.6382 0.0698

---

[4]
ORCA calculation (wB97M-V/def2-TZVPD) on a gas-phase ion, C2H7N2O (charge +1).

Output
Charge ... +1
Lowest unoccupied orbital energy ... -3.654 eV
Highest occupied orbital energy ... -14.194 eV
Relative energy (zero: lowest compared OMol25 entry of this formula, charge and spin) ... 66.4 kcal/mol

Geometry (Å):
C -0.6984 -0.5604 -0.3361
C 0.3604 0.0609 0.4691
N -1.9615 -0.6479 0.2502
N 1.6234 0.9437 -0.2720
O 0.5546 -1.2666 0.1447
H -0.6694 -0.3695 -1.4098
H 0.3099 0.4030 1.5558
H -1.9363 -1.0572 1.1259
H -2.8085 -0.8132 -0.3181
H 1.3425 1.0323 -1.2379
H 2.3908 0.3589 0.0173
H 1.4925 1.9161 0.0111

---

[5]
ORCA calculation (wB97M-V/def2-TZVPD) on a gas-phase ion, C2H7N2O (charge +1).

Output
Charge ... +1
Lowest unoccupied orbital energy ... -3.635 eV
Highest occupied orbital energy ... -15.112 eV
Relative energy (zero: lowest compared OMol25 entry of this formula, charge and spin) ... 59.1 kcal/mol

Geometry (Å):
C 0.9706 0.4669 0.0273
C -1.4347 0.2256 -0.0323
N 2.1636 -0.0204 -0.0383
N -0.1064 -0.2506 -0.0291
O 0.0100 -1.6197 0.0477
H 0.7429 1.5393 0.3237
H -1.9309 -0.4179 -0.8622
H -1.5381 1.2761 -0.4612
H -1.7795 0.1184 1.0501
H 2.9372 0.5186 -0.1916
H 2.3381 -1.0515 -0.1244
H -0.4025 -2.0827 -0.6925

---

[6]
ORCA calculation (wB97M-V/def2-TZVPD) on a gas-phase ion, C2H7N2O2 (charge +1).

Output
Charge ... +1
Lowest unoccupied orbital energy ... -5.454 eV
Highest occupied orbital energy ... -15.982 eV
Relative energy (zero: lowest compared OMol25 entry of this formula, charge and spin) ... 142.8 kcal/mol

Geometry (Å):
C 1.5443 1.0953 -0.4703
C -2.2986 -0.5407 0.0221
N -0.1223 -0.5993 0.1685
N 1.0244 -0.1503 0.0588
O 1.9508 -0.6586 0.8954
O -1.0954 0.0152 -0.4290
H 2.3269 0.9155 -1.0791
H 1.9600 1.6449 0.3416
H 0.7052 1.6891 -0.9028
H -2.0094 -1.3945 0.7018
H -2.6957 -0.8929 -0.9240
H -2.8075 0.3078 0.4680
H 1.5174 -1.4314 1.1490

---

[7]
ORCA calculation (wB97M-V/def2-TZVPD) on a gas-phase ion, C2H7N2O2 (charge +1).

Output
Charge ... +1
Lowest unoccupied orbital energy ... -3.622 eV
Highest occupied orbital energy ... -14.226 eV
Relative energy (zero: lowest compared OMol25 entry of this formula, charge and spin) ... 101.1 kcal/mol

Geometry (Å):
C -0.7004 -0.1305 0.2516
C 0.7197 -0.5926 0.5874
N -1.1853 0.9880 0.8972
N 1.4240 -0.0382 -0.6046
O -0.5964 1.3077 -0.4280
O -1.4159 -1.0299 -0.3555
H 0.7078 -1.6323 0.7110
H 1.0195 -0.0123 1.4682
H -2.2772 1.2793 0.8685
H 2.4523 -0.1109 -0.6248
H 1.0806 1.0512 -0.5311
H 1.0939 -0.2827 -1.5911
H -2.3227 -0.7970 -0.6488

---

[8]
ORCA calculation (wB97M-V/def2-TZVPD) on 2 unconnected molecules or ions with the total composition C2H7N2OS.

Output
⟨S²⟩ ... 0.75
2S+1 ... 2
Lowest unoccupied orbital energy (alpha / beta) ... 0.696 / -2.466 eV
Highest occupied orbital energy (alpha / beta) ... -9.579 / -9.286 eV
Relative energy (zero: lowest compared OMol25 entry of this formula, charge and spin) ... 9.4 kcal/mol

Geometry (Å):
C 1.6887 1.2792 0.7504
S 0.4581 2.0549 -0.3056
H 1.4471 1.2681 1.8156
H 1.9045 0.2484 0.4607
H 2.6270 1.8173 0.6157
N -1.7852 -2.1030 0.0148
C -0.6137 -1.3659 0.0100
N -0.3095 -0.6710 -1.1195
O 0.0986 -1.4220 1.0086
H -2.0784 -2.4047 0.9295
H -2.5396 -1.8238 -0.5903
H 0.0330 0.3638 -0.9035
H -1.0122 -0.6271 -1.8468

---

[9]
ORCA calculation (wB97M-V/def2-TZVPD) on 2 unconnected molecules or ions with the total composition C2H7N2OS.

Output
Charge ... +1
Lowest unoccupied orbital energy ... -4.959 eV
Highest occupied orbital energy ... -11.987 eV
Relative energy (zero: lowest compared OMol25 entry of this formula, charge and spin) ... 91.5 kcal/mol

Geometry (Å):
C -0.9572 -0.5404 -0.6347
C 0.5217 1.2836 2.1103
N -0.2000 -1.6505 -0.6726
N -0.3244 0.6105 -1.1191
O 1.2612 -1.3507 -0.5935
S -0.7358 2.1800 2.4477
H 1.1165 0.7629 2.8449
H -2.0809 -0.5695 -0.5260
H -0.7520 -2.4773 -0.7774
H 0.7627 1.1646 1.0806
H 0.7352 0.6974 -1.4686
H 1.5957 -1.4971 -1.4963
H -0.9427 1.3865 -1.1952

---

[10]
ORCA calculation (wB97M-V/def2-TZVPD) on a gas-phase ion, C2H7N2P2 (charge +1).

Output
Charge ... +1
Lowest unoccupied orbital energy ... -5.176 eV
Highest occupied orbital energy ... -13.377 eV
Relative energy (zero: lowest compared OMol25 entry of this formula, charge and spin) ... 24.6 kcal/mol

Geometry (Å):
C -1.8956 0.1472 -0.4075
C -1.8948 -0.8759 0.4229
N 0.9374 -0.8081 -0.2884
N 2.1829 1.3969 0.2768
P -1.0944 1.7572 0.0320
P 0.7164 0.8287 -0.1718
H -2.6494 -0.0841 -1.1761
H -1.4346 -0.9330 1.5052
H -2.2361 -1.8387 0.0367
H 1.7576 -1.2686 -0.0916
H 0.1357 -1.4085 -0.1330
H 2.5504 2.3253 -0.0087
H 2.9245 0.7617 0.0035

---

[11]
ORCA calculation (wB97M-V/def2-TZVPD) on 2 unconnected molecules or ions with the total composition C2H7N2S.

Output
Charge ... -1
Lowest unoccupied orbital energy ... 4.261 eV
Highest occupied orbital energy ... -2.889 eV
Relative energy (zero: lowest compared OMol25 entry of this formula, charge and spin) ... 21.1 kcal/mol

Geometry (Å):
C 0.2071 1.0027 -0.1212
C -0.0889 0.0612 0.8159
N 0.0877 0.3698 2.1766
N -0.0913 0.8959 -1.4660
H 0.7819 1.8947 0.2703
H -0.6149 -0.8263 0.4799
H 0.9320 -0.1376 2.5818
H -0.7047 0.0752 2.7727
H 0.4034 1.4856 -2.0847
H -0.3449 -0.1174 -1.7305
S -0.8559 -2.1026 -1.6335
H 0.2885 -2.6013 -2.0612

---

[12]
ORCA calculation (wB97M-V/def2-TZVPD) on a molecular structure, C2H7N2S.

Output
Charge ... +1
Lowest unoccupied orbital energy ... -4.333 eV
Highest occupied orbital energy ... -13.969 eV
Relative energy (zero: lowest compared OMol25 entry of this formula, charge and spin) ... 33.7 kcal/mol

Geometry (Å):
C -0.2877 0.1941 -0.1960
C 0.8289 -0.5804 -0.8747
N -0.4808 1.4977 -0.3105
N -1.0968 -0.5620 0.8360
S 1.9334 -0.2688 0.5514
H 0.4540 -1.5507 -1.0667
H 1.3080 -0.2196 -1.8217
H 0.2239 2.1703 -0.8507
H -0.9644 2.0428 0.4086
H -1.3976 -1.5302 0.8072
H -1.7979 -0.0054 1.3370
H 1.2770 -1.1878 1.1802